Here is 5 unconnected molecules or ions with the total composition C22H21F3N2 at a distorted geometry from the OMol25 dataset. Energies are from wB97M-V/def2-TZVPD.

Summary:
Largest force on an atom, eV Å⁻¹: 1.544
Energy above the lowest of the compared OMol25 structures with the same formula, charge and spin, kcal/mol: 0.00
HOMO, eV: -9.24
Orbital gap, eV: 9.79
E_LUMO, eV: 0.557

CARTESIAN COORDINATES (ANGSTROEM)
F -9.175 16.919 -7.274
C -9.413 17.000 -5.945
C -10.142 15.956 -5.363
C -10.448 16.029 -4.024
C -10.049 17.132 -3.273
C -9.333 18.166 -3.854
C -8.992 18.079 -5.215
H -10.331 15.115 -6.013
H -11.076 15.261 -3.590
H -10.278 17.181 -2.215
H -9.052 19.034 -3.278
H -8.424 18.931 -5.567
F -10.911 13.172 -7.213
C -12.211 13.534 -7.097
C -12.858 13.335 -5.895
C -14.104 13.901 -5.723
C -14.731 14.545 -6.774
C -14.092 14.751 -7.994
C -12.793 14.238 -8.139
H -12.326 12.912 -5.052
H -14.691 13.685 -4.838
H -15.738 14.906 -6.598
H -14.633 15.201 -8.812
H -12.346 14.407 -9.109
F -17.273 10.754 -4.625
C -15.974 10.606 -4.300
C -15.585 10.695 -2.993
C -14.219 10.664 -2.749
C -13.288 10.456 -3.761
C -13.762 10.278 -5.073
C -15.103 10.367 -5.357
H -16.334 10.750 -2.216
H -13.772 10.787 -1.768
H -12.224 10.459 -3.582
H -13.028 10.176 -5.864
H -15.513 10.394 -6.357
C -13.617 17.610 -11.036
C -14.952 17.776 -10.470
N -16.009 17.896 -10.046
H -13.093 16.831 -10.480
H -13.100 18.562 -11.020
H -13.768 17.169 -12.024
C -10.257 10.406 -8.912
C -11.568 10.848 -9.377
N -12.581 11.233 -9.759
H -9.903 10.984 -8.056
H -9.499 10.446 -9.686
H -10.332 9.400 -8.491

Forces on atoms 1 to 3 (eV/Å):
F 0.215 0.111 0.166
C -0.477 -0.524 0.191
C 0.918 0.519 -0.772

These are the natural (NBO) partial charges, in e, on atoms 1 to 8:
1 F -0.328
2 C 0.397
3 C -0.281
4 C -0.186
5 C -0.233
6 C -0.187
7 C -0.296
8 H 0.234

=====

Here is a molecular structure, C14H15Mn at a distorted geometry from the OMol25 dataset. Energies are from wB97M-V/def2-TZVPD.

Summary:
Largest force on an atom, eV Å⁻¹: 1.849
Net charge: +1
<S²>: 8.774
2S+1: 6
HOMO (spin up / spin down), eV: -10.25 / -11.07
Orbital gap (spin up / spin down), eV: 6.58 / 6.50
E_LUMO (spin up / spin down), eV: -3.664 / -4.576

CARTESIAN COORDINATES (ANGSTROEM)
Mn -0.604 0.856 0.122
C -1.818 -2.484 -0.227
C -1.765 -1.082 -0.762
C -2.751 -0.135 -0.413
C -2.778 1.132 -1.014
C -1.782 1.498 -1.927
C -0.766 0.583 -2.252
C -0.769 -0.700 -1.683
H -1.440 -3.190 -0.964
H -2.837 -2.762 0.035
H -1.201 -2.579 0.669
H -3.564 -0.432 0.236
H -3.611 1.797 -0.830
H -1.843 2.444 -2.445
H -0.051 0.827 -3.026
H -0.043 -1.432 -2.014
C 0.309 2.013 1.689
C 1.310 1.030 1.341
C 1.200 -0.320 1.786
C 2.172 -1.259 1.485
C 3.275 -0.913 0.717
C 3.389 0.388 0.237
C 2.429 1.339 0.525
H 0.555 3.056 1.542
H -0.303 1.801 2.561
H 0.376 -0.581 2.446
H 2.085 -2.268 1.868
H 4.044 -1.644 0.505
H 4.246 0.662 -0.365
H 2.537 2.352 0.157

Forces on atoms 1 to 3 (eV/Å):
Mn 0.817 1.035 1.297
C 0.108 0.049 0.134
C -0.194 -0.072 -0.186

These are the natural (NBO) partial charges, in e, on atoms 1 to 8:
1 Mn 1.392
2 C -0.644
3 C -0.020
4 C -0.275
5 C -0.221
6 C -0.258
7 C -0.239
8 C -0.270

=====

Here is a molecular structure, C18H12Br3FO5 at a distorted geometry from the OMol25 dataset. Energies are from wB97M-V/def2-TZVPD.

Summary:
Largest force on an atom, eV Å⁻¹: 3.984
Net charge: -1
<S²>: 0.772
2S+1: 2
HOMO (spin up / spin down), eV: -2.28 / -5.74
Orbital gap (spin up / spin down), eV: 3.98 / 7.45
E_LUMO (spin up / spin down), eV: 1.702 / 1.701

CARTESIAN COORDINATES (ANGSTROEM)
C 0.547 -2.535 0.858
C -0.783 -3.228 0.621
O -0.471 -4.246 -0.316
C 0.806 -4.564 -0.146
O 1.401 -5.470 -0.645
O 1.416 -3.563 0.587
F -1.826 -2.457 0.251
H 0.712 -2.258 1.899
H 0.832 -1.799 0.107
H -1.168 -3.778 1.480
C -2.987 3.282 0.832
C -2.546 3.347 2.163
C -1.399 2.590 2.539
C -0.712 1.816 1.587
C -0.973 2.026 0.201
C -2.149 2.794 -0.082
C -0.070 1.591 -0.829
O -0.198 1.848 -2.002
C 1.299 1.128 -0.335
C 2.191 0.738 -1.339
C 3.460 0.341 -1.034
C 3.777 0.123 0.317
C 2.830 0.335 1.349
C 1.523 0.800 1.027
C 0.471 0.993 2.079
O 0.554 0.645 3.231
H -3.890 3.773 0.501
H -3.097 4.066 2.752
H -1.137 2.706 3.580
H -2.469 2.850 -1.112
H 1.997 0.940 -2.382
H 4.265 0.332 -1.754
H 4.766 -0.283 0.469
H 3.055 0.058 2.369
C -1.865 -0.906 -3.748
Br -2.260 -2.492 -2.590
Br -3.208 0.465 -3.295
Br -1.810 -1.455 -5.759
H -0.885 -0.549 -3.430

Forces on atoms 1 to 3 (eV/Å):
C -0.592 0.665 -0.073
C -0.774 -0.148 1.325
O -1.017 -0.033 -0.491

These are the natural (NBO) partial charges, in e, on atoms 1 to 8:
1 C -0.136
2 C 0.456
3 O -0.495
4 C 0.970
5 O -0.575
6 O -0.494
7 F -0.315
8 H 0.224